Molecular formula: C2H8NO2
Method: DFT, the ωB97M-V functional and the def2-TZVPD basis

Each line ends with the Löwdin charge.
Geometry (Å):
1 O 0.62685 0.33588 0.83002  0.05
2 C -0.22348 0.75966 0.05096  -0.53
3 O -0.04327 0.58259 -1.27305  0.12
4 C -1.45866 1.47006 0.45680  0.04
5 H 0.90663 0.46014 -1.40453  0.13
6 H -2.36306 1.04656 0.00606  0.11
7 H -1.48293 2.52160 0.14975  0.11
8 H -1.53639 1.43053 1.54349  0.10
9 N 0.83192 -2.27323 -0.01078  0.31
10 H -0.09637 -2.47995 -0.38008  0.16
11 H 0.91576 -1.26361 0.27706  0.08
12 H 1.01146 -2.85202 0.80739  0.16
13 H 1.49972 -2.48395 -0.75306  0.16

Atoms 1-3, force components in eV/Å:
O -0.5 -0.1 -0.5
C 0.7 0.1 0.1
O -0.4 0.3 0.3

Results
Net charge: +1
Energy, eV: -7782.7804
ΔE to the lowest compared entry with this formula, charge and spin, eV: 0.1782
Strongest force on any atom, eV Å⁻¹: 0.76
Gap between HOMO and LUMO, eV: 11.451